1.
The molecule C4H4N2O. Source: the Open Molecules 2025 dataset; level of theory: ωB97M-V/def2-TZVPD.

Last column: Löwdin charge in e.
CARTESIAN COORDINATES (ANGSTROEM)
H  2.44  0.71  -0.88  0.07
N  2.09  -0.16  -0.50  0.18
C  1.11  0.05  0.26  -0.46
C  0.17  -1.04  0.51  0.01
C  -1.02  -0.72  -0.01  -0.06
C  -1.35  0.69  -0.12  -0.14
N  -0.61  1.66  0.28  0.08
O  0.69  1.31  0.63  -0.03
H  0.51  -2.04  0.73  0.12
H  -1.67  -1.47  -0.44  0.11
H  -2.34  1.00  -0.45  0.11

The value obtained for the largest force on an atom is 0.76 eV Å⁻¹. The calculation puts the HOMO energy at -9.58 eV. The SMILES is [H]/N=c1/cccno1. As for the charge: 0. The calculation puts the relative energy (zero: lowest compared OMol25 entry of this formula, charge and spin) at 300.5 kJ/mol. As for the lowest unoccupied orbital energy: -0.088 eV. For the total energy, the calculation gives -9237.3739 eV.

2.
The ion C2H5N4 with charge +1 in a non-equilibrium geometry. Source: the Open Molecules 2025 dataset; level of theory: ωB97M-V/def2-TZVPD.

Last column: Löwdin charge in e.
CARTESIAN COORDINATES (ANGSTROEM)
C  -0.16  1.13  -0.60  0.13
C  0.25  -0.25  -0.48  -0.34
N  -0.39  0.26  1.58  0.08
N  -0.04  -0.70  0.75  0.16
N  -0.49  1.32  0.78  -0.07
N  0.51  -1.09  -1.51  0.16
H  0.04  -1.58  1.07  0.14
H  0.12  1.88  1.52  0.28
H  -1.33  1.83  0.63  0.18
H  0.89  -2.10  -1.31  0.19
H  0.59  -0.70  -2.43  0.11

The value obtained for the largest force on an atom is 5.01 eV Å⁻¹. The calculation puts the HOMO energy (spin up / spin down) at -13.96 / -13.89 eV. As for the charge: +1. The calculation puts the relative energy (zero: lowest compared OMol25 entry of this formula, charge and spin) at 521.2 kJ/mol. As for the lowest unoccupied orbital energy (spin up / spin down): -6.193 / -5.818 eV. For the total energy, the calculation gives -8102.3249 eV.

3.
A structure of composition C35H42PtS4Sb2. Source: the Open Molecules 2025 dataset; level of theory: ωB97M-V/def2-TZVPD.

Last column: Löwdin charge in e.
CARTESIAN COORDINATES (ANGSTROEM)
Pt  -0.83  0.74  -0.46  0.33
C  -3.15  1.42  -2.77  -0.41
C  -3.67  0.16  -2.10  -0.42
S  -3.03  -0.16  -0.41  0.82
C  -3.97  1.04  0.61  -0.41
C  -3.51  2.49  0.56  -0.40
S  -1.74  2.49  0.96  0.87
C  -1.01  3.99  0.28  -0.41
C  0.48  3.73  0.21  -0.42
S  0.99  2.25  -0.75  0.83
C  0.81  2.80  -2.49  -0.42
C  -0.61  2.90  -3.03  -0.40
S  -1.35  1.26  -2.79  0.88
H  -3.46  2.34  -2.28  0.08
H  -3.50  1.45  -3.81  0.12
H  -3.39  -0.73  -2.67  0.10
H  -4.76  0.16  -2.01  0.12
H  -3.90  0.64  1.62  0.06
H  -5.01  0.94  0.29  0.12
H  -4.03  3.05  1.33  0.12
H  -3.68  2.97  -0.40  0.08
H  -1.20  4.80  0.99  0.12
H  -1.46  4.26  -0.67  0.08
H  0.91  3.56  1.20  0.09
H  1.03  4.57  -0.24  0.12
H  1.39  2.08  -3.06  0.08
H  1.32  3.76  -2.55  0.12
H  -0.57  3.09  -4.11  0.12
H  -1.21  3.67  -2.57  0.08
C  -0.33  -3.16  -1.00  -0.31
C  -0.11  -3.60  0.45  -0.32
C  -0.88  -2.78  1.47  -0.31
Sb  -0.40  -0.72  1.82  1.51
C  -1.91  -0.15  3.16  -0.41
C  -1.71  0.96  3.99  -0.14
C  -2.66  1.27  4.95  -0.03
C  -3.79  0.48  5.09  -0.01
C  -3.98  -0.63  4.28  -0.03
C  -3.04  -0.96  3.31  -0.14
C  1.47  -0.50  2.69  -0.39
C  2.18  -1.65  3.02  -0.10
C  3.39  -1.52  3.69  -0.03
C  3.88  -0.27  4.02  -0.02
C  3.17  0.88  3.67  -0.04
C  1.96  0.77  3.01  -0.14
Sb  0.66  -1.33  -1.43  1.49
C  2.58  -1.53  -0.61  -0.39
C  3.14  -2.80  -0.79  -0.11
C  4.45  -3.02  -0.40  -0.02
C  5.19  -1.99  0.16  -0.02
C  4.63  -0.73  0.33  -0.04
C  3.32  -0.50  -0.05  -0.15
C  0.90  -1.12  -3.49  -0.43
C  2.08  -0.53  -3.94  -0.13
C  2.31  -0.44  -5.31  -0.03
C  1.36  -0.95  -6.20  -0.01
C  0.20  -1.54  -5.74  -0.03
C  -0.05  -1.63  -4.37  -0.14
H  -1.39  -3.06  -1.24  0.07
H  0.10  -3.88  -1.70  0.09
H  0.96  -3.63  0.68  0.09
H  -0.46  -4.63  0.54  0.14
H  -0.78  -3.20  2.47  0.09
H  -1.94  -2.78  1.23  0.06
H  -0.81  1.56  3.91  0.09
H  -2.50  2.11  5.61  0.13
H  -4.52  0.72  5.85  0.13
H  -4.85  -1.26  4.41  0.13
H  -3.19  -1.85  2.71  0.10
H  1.81  -2.64  2.79  0.11
H  3.94  -2.41  3.98  0.13
H  4.81  -0.17  4.55  0.13
H  3.55  1.86  3.94  0.13
H  1.40  1.67  2.76  0.08
H  2.58  -3.61  -1.25  0.11
H  4.89  -4.00  -0.54  0.13
H  6.22  -2.17  0.46  0.13
H  5.22  0.07  0.76  0.13
H  2.89  0.48  0.09  0.05
H  2.85  -0.19  -3.25  0.11
H  3.23  -0.01  -5.68  0.13
H  1.55  -0.89  -7.27  0.13
H  -0.52  -1.96  -6.44  0.13
H  -0.95  -2.11  -4.02  0.10

The value obtained for the largest force on an atom is 0.11 eV Å⁻¹. The calculation puts the HOMO energy at -19.01 eV. As for the charge: +4. The calculation puts the relative energy (zero: lowest compared OMol25 entry of this formula, charge and spin) at 2.5 kJ/mol. As for the lowest unoccupied orbital energy: -12.960 eV. For the total energy, the calculation gives -96601.1296 eV.

4.
A structure of composition C20H32BF12O12Zr in a non-equilibrium geometry. Source: the Open Molecules 2025 dataset; level of theory: ωB97M-V/def2-TZVPD.

Last column: Löwdin charge in e.
CARTESIAN COORDINATES (ANGSTROEM)
Zr  17.00  6.86  12.54  1.92
B  15.67  6.22  10.83  -0.48
H  15.04  5.98  9.99  0.01
H  15.75  7.29  10.95  -0.04
H  15.29  5.95  11.81  -0.04
H  16.67  5.83  10.74  -0.03
O  18.48  5.30  12.49  -0.44
C  18.22  3.96  12.91  -0.30
C  16.87  3.68  13.65  -0.36
O  16.09  4.83  13.94  -0.35
H  19.13  3.64  13.44  0.09
H  18.23  3.37  12.00  0.08
H  17.01  3.09  14.56  0.08
H  16.22  3.06  13.04  0.06
O  16.97  9.01  12.97  -0.49
C  15.82  9.71  13.59  -0.25
C  14.52  8.69  13.71  -0.36
O  14.90  7.33  13.87  -0.36
H  15.67  10.64  13.05  0.07
H  16.12  9.97  14.61  0.07
H  13.89  8.89  12.85  0.06
H  13.90  9.01  14.55  0.08
C  18.47  10.91  10.29  -0.04
C  18.15  10.03  9.07  -0.12
O  19.15  8.96  9.16  0.00
C  19.00  7.79  9.79  -0.23
O  18.09  7.59  10.65  -0.05
C  20.17  6.81  9.39  -0.55
F  20.76  7.17  8.29  0.21
F  21.05  6.61  10.42  0.15
F  19.61  5.64  9.16  0.19
H  18.00  11.86  10.02  0.07
H  19.54  11.13  10.29  0.08
H  18.11  10.58  11.27  0.07
H  18.41  10.40  8.08  0.13
H  17.22  9.49  9.26  0.11
C  16.69  -0.14  12.60  -0.03
C  17.32  -0.09  11.11  -0.17
O  16.78  1.15  10.68  -0.03
C  16.16  1.22  9.44  -0.30
O  15.83  0.27  8.74  0.12
C  15.67  2.64  9.10  -0.55
F  14.35  2.49  8.86  0.17
F  15.87  3.47  10.13  0.17
F  16.31  2.96  7.99  0.18
H  16.98  -1.07  13.09  0.06
H  15.60  -0.04  12.65  0.08
H  17.13  0.62  13.25  0.06
H  16.93  -0.93  10.54  0.10
H  18.41  -0.14  11.01  0.12
C  11.15  7.26  12.24  -0.09
C  11.97  6.64  11.18  -0.22
O  12.12  5.22  11.32  -0.01
C  12.68  4.62  12.42  -0.29
O  13.09  5.26  13.38  0.16
C  12.62  3.02  12.26  -0.48
F  13.88  2.66  12.07  0.17
F  12.13  2.45  13.39  0.14
F  11.86  2.53  11.23  0.12
H  10.38  6.55  12.54  0.09
H  10.64  8.16  11.89  0.08
H  11.73  7.62  13.10  0.07
H  12.90  7.20  11.21  0.11
H  11.55  6.83  10.19  0.12
C  13.08  10.00  4.29  -0.06
C  14.44  9.24  4.25  -0.21
O  14.58  8.44  5.40  0.03
C  15.06  8.95  6.55  -0.33
O  15.58  10.05  6.65  0.15
C  14.96  8.03  7.77  -0.49
F  16.14  7.35  7.94  0.13
F  14.73  8.71  8.92  0.15
F  14.07  7.05  7.61  0.18
H  12.33  9.44  4.85  0.08
H  12.68  10.13  3.29  0.07
H  13.19  10.89  4.91  0.07
H  15.20  9.99  4.05  0.12
H  14.42  8.59  3.37  0.12

The value obtained for the largest force on an atom is 4.95 eV Å⁻¹. The calculation puts the HOMO energy at -3.82 eV. As for the charge: -1. The calculation puts the relative energy (zero: lowest compared OMol25 entry of this formula, charge and spin) at 540.8 kJ/mol. As for the lowest unoccupied orbital energy: 2.034 eV. For the total energy, the calculation gives -80393.7120 eV.

- Which of these has the highest largest force on an atom?
  C2H5N4